(1)
DFT (wB97M-V/def2-TZVPD) results for a 2-piece molecular cluster, C7H17N2OP overall in a non-equilibrium geometry.

Last column: Mulliken charge in e.
Element x y z (Å)
C 1.421 -0.769 -0.641  0.10
C 0.939 0.456 -0.470  -0.06
C 0.495 -1.855 -1.080  -1.25
C 3.058 1.580 0.516  -1.32
C -1.118 -0.306 1.794  -1.07
C -3.087 -0.501 0.350  -1.28
C 1.757 1.673 -0.310  -0.39
N -1.552 0.217 -2.037  -0.70
N -1.662 -0.348 0.405  0.30
O -1.383 3.416 0.248  -0.40
P -0.907 0.776 -0.551  0.07
H 2.402 -1.072 -0.606  0.58
H 0.319 -2.635 -0.330  0.32
H 0.991 -2.486 -1.755  0.45
H -0.547 -1.511 -1.321  0.22
H 2.989 0.661 0.938  0.41
H 3.175 2.291 1.282  0.40
H 3.919 1.657 -0.169  0.26
H -1.513 0.433 2.448  0.35
H -1.571 -1.315 2.317  0.30
H -0.005 -0.443 1.637  0.38
H -3.267 -0.853 -0.579  0.42
H -3.518 -1.053 1.087  0.42
H -3.475 0.583 0.447  0.33
H 0.985 2.333 0.195  0.28
H 2.086 1.981 -1.228  0.35
H -0.863 -0.146 -2.680  0.25
H -1.897 1.064 -2.456  0.30

Cartesian forces (eV/Å) of the 6 atoms listed first:
C -3.444 -0.176 -0.651
C -0.127 -0.954 -0.336
C -1.381 -0.402 1.567
C -0.260 0.961 -2.460
C -0.420 -4.630 -0.511
C 1.045 5.362 -0.143

frontier orbital gap (spin up / spin down): 6.84 / 7.74 eV
HOMO level (spin up / spin down): -7.900 / -7.868 eV
relative energy (zero: lowest compared OMol25 entry of this formula, charge and spin): 163.7 kcal per mole

=====

(2)
DFT (wB97M-V/def2-TZVPD) results for C25H26BrN3O2SeTi as an isolated structure in a non-equilibrium geometry.

Last column: Mulliken spin population.
Element x y z (Å)
Ti -0.034 -1.409 -1.318  0.03
O -1.665 1.447 -4.046  0.00
C -1.106 2.532 -3.491  0.00
C -1.348 3.772 -4.096  0.00
C -0.847 4.937 -3.554  0.00
C -0.092 4.899 -2.393  0.00
C 0.190 3.680 -1.811  0.00
C -0.299 2.495 -2.346  0.01
C 0.093 1.205 -1.653  0.00
O -0.284 0.067 -2.299  0.01
N -0.461 1.214 -0.277  0.01
N -0.630 -0.102 0.162  0.21
C -1.616 -0.312 1.020  0.15
C -1.879 -1.515 1.652  -0.02
Br -0.926 -3.054 0.878  0.03
C -2.710 -1.768 2.728  0.35
C -3.079 -0.852 3.750  -0.12
C -4.109 -1.223 4.641  0.12
C -4.457 -0.435 5.712  -0.06
C -3.797 0.765 5.943  0.13
C -2.763 1.139 5.096  -0.06
C -2.413 0.362 4.015  0.14
H -1.367 0.638 -3.562  0.00
H -1.941 3.793 -4.999  0.00
H -1.041 5.883 -4.040  0.00
H 0.285 5.808 -1.948  0.00
H 0.800 3.621 -0.921  0.00
H 1.206 1.222 -1.532  0.00
H -1.346 1.740 -0.234  0.01
H -2.293 0.518 1.249  0.02
H -3.051 -2.784 2.857  0.04
H -4.624 -2.158 4.465  0.00
H -5.240 -0.761 6.384  0.00
H -4.069 1.388 6.782  0.01
H -2.213 2.047 5.302  0.00
H -1.573 0.651 3.402  0.00
C 1.819 -0.991 1.980  0.00
N 2.018 -1.646 0.693  0.00
C 2.489 -3.015 0.889  0.00
C 3.005 -0.902 -0.089  0.00
C 3.035 -1.342 -1.537  0.01
C 4.247 -1.351 -2.218  0.00
C 4.282 -1.615 -3.576  0.00
C 3.102 -1.868 -4.250  0.00
C 1.900 -1.906 -3.557  0.00
C 1.831 -1.662 -2.180  -0.01
H 2.759 -0.892 2.547  0.00
H 1.114 -1.564 2.582  0.00
H 1.410 0.008 1.818  0.00
H 3.518 -3.027 1.283  0.00
H 2.473 -3.540 -0.068  0.00
H 1.838 -3.537 1.589  0.00
H 4.010 -0.995 0.368  0.00
H 2.729 0.162 -0.058  0.00
H 5.164 -1.132 -1.683  0.00
H 5.227 -1.599 -4.103  0.00
H 3.119 -2.037 -5.319  0.00
H 0.988 -2.122 -4.109  0.00
Se -1.377 -2.874 -2.520  0.00

Cartesian forces (eV/Å) of the 6 atoms listed first:
Ti -0.901 -3.461 0.101
O -0.059 -0.489 -0.058
C 0.190 0.366 0.208
C -0.072 -0.236 -0.034
C -0.022 0.025 -0.005
C 0.117 0.172 0.127

spin multiplicity: 2
frontier orbital gap (spin up / spin down): 5.95 / 6.36 eV
expectation value of S²: 0.786
HOMO level (spin up / spin down): -3.279 / -4.161 eV
net charge: -1
relative energy (zero: lowest compared OMol25 entry of this formula, charge and spin): 0.0 kcal per mole